Computed, not measured: 8 unconnected molecules or ions with the total composition C62H138F6N7P in a non-equilibrium geometry, with wB97M-V/def2-TZVPD.

The largest force on an atom comes out at 3.96 eV/Å. As for the total charge: +6. For the electronic energy, the calculation gives -3767.0216 Ha.

Last column: Mulliken charge in e.
Element x y z (Å)
P (-0.62326, 2.40786, -0.78068)  1.18
F (-0.57769, 3.45993, -2.06416)  -0.36
F (-1.21694, 1.25256, -1.79479)  -0.36
F (-0.69659, 1.34577, 0.46420)  -0.35
F (-0.03636, 3.56748, 0.18603)  -0.34
F (0.89325, 1.85192, -1.16856)  -0.37
F (-2.22119, 2.96022, -0.47401)  -0.40
N (7.69329, 2.66916, 4.36717)  0.27
N (-9.26146, -4.58478, 0.21673)  0.16
N (11.04472, 3.21809, -7.86894)  0.20
N (-0.26941, -11.11119, 2.23633)  0.17
N (1.08959, -4.60526, -5.49312)  0.37
N (-5.30203, 3.31984, 6.74010)  0.17
N (-4.34350, 9.47248, -1.17151)  0.02
C (2.37153, -3.61492, -3.77596)  -0.56
C (-0.01305, -4.07781, -6.47015)  -1.00
C (-6.70831, 9.28863, -1.62457)  -0.86
C (12.38279, 2.51587, -7.66347)  -0.61
C (-6.90012, 4.96164, 5.97656)  -0.65
C (11.46350, 1.78445, 5.28087)  -0.76
C (10.21326, 2.04201, 4.42810)  -0.40
C (-3.96018, 8.27594, -2.05885)  -0.91
C (-3.40153, 1.43278, 6.65137)  -0.13
C (7.97784, 4.11127, 3.81462)  -0.67
C (-5.64665, 9.03105, -0.51502)  -0.49
C (0.56184, -5.04105, -4.07099)  -0.65
C (-3.74543, 2.96766, 6.74360)  -0.93
C (-4.70500, 10.66072, -2.02825)  -0.69
C (8.77609, 3.55569, -6.69283)  -0.42
C (-1.69555, -2.35269, -7.10362)  -0.79
C (-1.60439, -8.95941, 2.88101)  -0.51
C (-5.97242, 2.81151, 5.42412)  -0.47
C (0.37469, -13.21591, 1.13793)  -0.64
C (-1.15056, -13.15321, 1.19071)  -0.58
C (-0.88684, -6.56946, 3.02649)  -1.27
C (-10.76646, -4.68019, 0.52556)  -0.99
C (-6.18455, 10.53342, -2.38261)  -0.46
C (10.46633, 2.67852, -9.21792)  -0.53
C (-8.58438, -3.35058, 0.93408)  -0.55
C (11.42970, 1.61603, -9.74719)  -0.63
C (10.12937, 2.77372, -6.67326)  -0.85
C (-1.98012, -7.47533, 2.65777)  -0.42
C (7.63883, 2.95353, -5.90601)  -0.79
C (-6.81361, 3.92105, 4.89154)  -0.63
C (-0.33650, -9.56397, 2.09150)  -0.79
C (-5.58084, 4.88044, 6.74696)  -0.66
C (-1.79857, 9.18204, 1.96350)  -0.82
C (11.39656, 4.72096, -7.76894)  -1.00
C (-1.55212, -11.78287, 1.76960)  -0.74
C (-12.64622, -5.74371, 3.74054)  -1.33
C (-0.36596, 9.00536, 1.36145)  -1.10
C (1.77719, -5.82005, -6.23920)  -1.08
C (-0.74064, -2.83619, -5.98788)  -0.12
C (6.45763, 2.84452, 5.28484)  -0.42
C (7.36259, 1.72781, 3.18943)  -0.99
C (6.50649, 4.60439, 3.82647)  -0.75
C (-10.98668, -5.39387, 1.95077)  -0.52
C (-9.09944, -4.14412, -1.31264)  -0.60
C (2.28698, -3.61275, -5.22969)  -0.50
C (1.13307, -3.95474, -3.16029)  -0.46
C (0.79956, -11.76065, 1.29967)  -0.54
C (12.34866, 1.26627, -8.49575)  -0.69
C (-7.83302, -3.24317, -1.39775)  -0.62
C (-2.49569, -1.05055, -6.86790)  -1.26
C (-1.98533, 1.19668, 7.05280)  -1.35
C (-3.25644, 9.88383, -0.14825)  -0.65
C (-3.08335, 8.89172, 1.01663)  -0.35
C (5.99255, 4.22310, 5.21875)  -0.56
C (-7.51533, -2.80013, -0.00449)  -0.57
C (-6.04851, 2.77717, 7.97882)  -0.87
C (-8.43108, -5.80387, 0.44991)  -1.04
C (8.87725, 2.22496, 5.15211)  -0.81
C (11.87048, 2.98754, 6.17888)  -1.18
C (-12.40371, -5.07264, 2.40821)  -0.52
C (0.08968, -11.52532, 3.71969)  -0.91
C (6.34203, 3.67848, -5.82667)  -1.21
H (-2.36813, -3.14493, -7.43238)  0.43
H (9.91636, 1.70965, -6.77569)  0.33
H (3.07111, -4.39547, -3.47692)  0.31
H (6.39365, 4.42590, -5.03496)  0.31
H (0.49306, -3.07401, -3.10725)  0.33
H (-5.15417, 2.65649, 4.72089)  0.30
H (12.73372, 2.74559, 6.79886)  0.39
H (-1.93374, 10.06916, 2.58224)  0.41
H (0.27555, -12.59509, 3.62411)  0.44
H (1.06371, -5.98893, -3.87672)  0.38
H (8.37565, 3.74579, -7.68862)  0.49
H (-6.54979, -3.20688, 0.29613)  0.30
H (-0.24712, 8.10583, 0.75744)  0.28
H (-2.40227, 10.08602, -0.79448)  0.40
H (-6.51550, 1.91495, 5.72302)  0.35
H (-13.15650, -5.46234, 1.72298)  0.35
H (10.23564, 3.49102, -9.90692)  0.38
H (-8.01847, -2.40210, -2.06582)  0.37
H (6.77988, 2.72988, 6.31979)  0.25
H (-0.70039, -4.90304, -6.65626)  0.41
H (-4.79912, 8.03821, -2.71288)  0.40
H (3.28917, -3.90042, -5.54742)  0.25
H (-11.10128, -3.66505, 0.31232)  0.44
H (8.61572, 4.61330, 4.54207)  0.43
H (10.79834, 3.02208, -5.84931)  0.49
H (11.95378, 4.92342, -6.85427)  0.34
H (-3.60629, 7.48347, -1.39942)  0.39
H (2.56310, -6.09348, -5.53515)  0.50
H (0.71969, -13.91683, 1.89804)  0.33
H (13.31179, 0.90570, -8.85695)  0.43
H (10.44032, 5.24348, -7.79517)  0.38
H (6.48157, 4.88608, 5.93248)  0.33
H (-7.06260, -3.88745, -1.82138)  0.29
H (-8.39586, -5.94447, 1.53023)  0.37
H (-9.36073, -2.62072, 1.16363)  0.43
H (12.61735, 2.45954, -6.60049)  0.36
H (-1.23324, 1.44495, 6.30391)  0.34
H (-10.24560, -5.04900, 2.67187)  0.39
H (-1.66672, 1.70066, 7.96527)  0.36
H (0.87221, -11.28036, 0.32389)  0.41
H (0.64247, -13.50652, 0.12208)  0.30
H (-6.35806, 10.28214, -3.42896)  0.28
H (-3.89525, 8.88730, 1.74389)  0.36
H (-2.87005, -7.31461, 3.26629)  0.33
H (-3.59070, 1.15142, 5.61543)  0.29
H (10.98698, 0.71321, -10.16792)  0.35
H (-3.58057, 10.88188, 0.14658)  0.28
H (-7.58475, 9.73023, -1.15028)  0.33
H (-7.09325, 2.64942, 7.69546)  0.41
H (-4.54920, 11.59258, -1.48469)  0.37
H (-6.65408, 11.47461, -2.09662)  0.37
H (-4.01306, 10.75663, -2.86499)  0.44
H (-0.43809, -6.59783, 4.01942)  0.35
H (1.05696, -11.08563, 3.96288)  0.34
H (7.40976, 1.91129, -6.12819)  0.40
H (-12.31269, -6.78003, 3.79436)  0.36
H (4.90590, 4.30168, 5.25210)  0.33
H (-9.00981, -6.58223, -0.04742)  0.41
H (-0.04720, -6.73323, 2.35100)  0.31
H (7.13221, 0.78518, 3.68589)  0.42
H (5.87903, 4.34592, 2.97349)  0.35
H (-1.18680, -5.52623, 2.92755)  0.35
H (-7.08878, 8.39349, -2.11657)  0.42
H (-3.04315, -1.17022, -5.93298)  0.31
H (8.02727, 2.80949, -4.89781)  0.33
H (8.27068, 1.67126, 2.58920)  0.36
H (11.97300, 0.40820, -7.93835)  0.32
H (9.50155, 2.25083, -8.94518)  0.28
H (-12.59454, -4.00417, 2.50853)  0.37
H (-5.47118, 1.90367, 8.28180)  0.32
H (-8.04929, -3.65882, 1.83228)  0.32
H (-3.15477, 8.57264, -2.73071)  0.34
H (-5.50266, 5.30836, 7.74640)  0.43
H (-5.91015, 3.44273, 8.83087)  0.33
H (-5.78620, 9.69019, 0.34181)  0.46
H (-0.49097, -9.44929, 1.01862)  0.34
H (-1.24894, -3.12881, -5.06913)  0.33
H (-7.79690, 4.95539, 6.59612)  0.34
H (-2.96022, 7.88060, 0.62858)  0.34
H (11.38147, 0.86873, 5.86640)  0.38
H (-2.22219, -11.82885, 2.62808)  0.42
H (-10.97979, -6.48241, 1.89464)  0.41
H (-7.84106, 3.71805, 4.58949)  0.31
H (10.22200, 1.14738, 3.80547)  0.28
H (5.64706, 2.15965, 5.03579)  0.40
H (-1.56834, -13.99409, 1.74431)  0.32
H (-0.52233, -5.13802, -4.01365)  0.28
H (-11.21889, -5.24593, -0.28890)  0.53
H (6.18574, 4.14870, -6.79752)  0.34
H (-1.71064, -0.31839, -6.67890)  0.33
H (-2.08614, -11.22998, 0.99679)  0.37
H (12.06053, 1.92176, -10.58186)  0.35
H (0.54401, -3.80009, -7.36495)  0.40
H (8.72342, 1.31161, 5.72676)  0.38
H (-1.82931, 8.35308, 2.67060)  0.36
H (-0.09902, -1.96747, -5.84040)  0.27
H (-0.75397, -11.32096, 4.37893)  0.34
H (-3.33915, 3.51211, 5.89118)  0.41
H (-2.14191, -7.48624, 1.57990)  0.29
H (-2.43614, -9.60490, 2.59883)  0.35
H (-0.24854, 9.95045, 0.83124)  0.31
H (6.48893, 1.97907, 2.58802)  0.34
H (-4.04431, 0.76756, 7.22792)  0.41
H (-9.07645, -5.05726, -1.90740)  0.41
H (8.84999, 4.56443, -6.28654)  0.37
H (-11.99611, -5.21505, 4.43766)  0.32
H (6.57970, 5.65545, 3.54717)  0.45
H (5.52256, 2.98611, -5.63378)  0.33
H (0.61742, -9.13589, 2.39952)  0.50
H (8.97664, 3.00207, 5.90994)  0.50
H (1.30941, -4.45482, -2.20797)  0.35
H (-1.57537, -13.33442, 0.20339)  0.37
H (-1.33005, -8.97733, 3.93577)  0.35
H (-1.95862, 0.14662, 7.34396)  0.36
H (8.49773, 4.07292, 2.85736)  0.39
H (-9.91722, -3.46961, -1.56638)  0.34
H (-7.40597, -1.72467, 0.13529)  0.40
H (2.80044, -2.70748, -3.35090)  0.36
H (13.12591, 3.17439, -8.11316)  0.47
H (2.14279, -2.59830, -5.60142)  0.28
H (-3.45988, 3.47757, 7.66368)  0.45
H (1.01476, -6.58095, -6.40606)  0.37
H (11.97553, 4.95791, -8.66154)  0.48
H (-3.12319, -0.74913, -7.70664)  0.39
H (12.15015, 3.84993, 5.57376)  0.31
H (-6.44463, 4.44438, 4.00944)  0.34
H (-7.45719, -5.69811, -0.02807)  0.39
H (-5.66526, 8.00054, -0.16031)  0.37
H (11.05852, 3.25059, 6.85683)  0.30
H (-6.96994, 5.97417, 5.57906)  0.40
H (1.75998, -11.61100, 1.79292)  0.41
H (-4.83711, 5.37539, 6.12248)  0.38
H (-13.69426, -5.64753, 4.02423)  0.37
H (-1.15734, -2.13530, -8.02621)  0.38
H (12.36146, 1.63549, 4.68123)  0.36
H (0.31352, 8.95777, 2.21241)  0.38
H (10.39278, 2.89951, 3.77960)  0.35
H (2.09947, -5.46718, -7.21885)  0.39